1.
This record from the Open Molecules 2025 dataset describes a structure of composition C15H19AsMgN3O12P2S. The level of theory is ωB97M-V with the def2-TZVPD basis set.

Results
multiplicity	1
total charge	-1
gap between HOMO and LUMO	9.1	eV

```
54
Properties=species:S:1:pos:R:3:lowdin_charge:R:1
Mg 0.20 -0.06 -0.19 0.4736
N -1.34 -3.14 3.12 0.1683
C -0.25 -2.31 2.47 -0.5049
C 1.01 -2.39 3.32 -0.0801
P 0.04 -3.07 0.81 0.3095
O -1.50 -3.27 0.34 -0.1592
O 0.64 -4.40 1.04 -0.2955
O 0.70 -2.00 -0.01 -0.3084
P -0.94 -0.59 2.55 0.3193
O -2.34 -0.71 1.76 -0.1242
O -1.26 -0.42 3.99 -0.3027
O 0.02 0.27 1.77 -0.3024
H -0.99 -4.06 3.36 0.1575
H -2.10 -3.24 2.43 0.1368
H -1.67 -2.61 3.94 0.1412
H 1.38 -3.41 3.34 0.0766
H 0.82 -2.01 4.33 0.0789
H 1.77 -1.77 2.86 0.0922
H -1.76 -2.58 -0.30 0.0364
H -2.32 -0.46 0.82 0.0534
O 1.07 2.41 -2.75 -0.2628
As -0.62 2.39 -2.14 0.8951
O -1.11 3.95 -2.27 -0.4890
O -0.65 1.65 -0.65 -0.4661
C -1.57 1.38 -3.52 -0.2113
C -2.18 2.17 -4.48 -0.0868
C -2.89 1.59 -5.53 -0.0829
C -3.01 0.21 -5.61 -0.0840
C -2.41 -0.60 -4.66 -0.0578
C -1.70 -0.01 -3.62 -0.2541
S -0.89 -1.06 -2.45 0.5277
O -0.87 -2.40 -2.96 -0.2689
O 0.42 -0.40 -2.27 -0.3622
O -1.66 -0.91 -1.18 -0.3688
H 1.22 3.36 -2.82 0.0315
H -2.10 3.25 -4.38 0.0949
H -3.36 2.22 -6.27 0.0984
H -3.56 -0.24 -6.43 0.0989
H -2.47 -1.67 -4.70 0.1093
N 4.13 1.27 -1.25 0.1343
C 3.01 0.51 -1.28 -0.1387
N 2.30 0.62 -0.19 0.1068
C 2.97 1.54 0.60 -0.1919
C 2.65 2.04 1.86 0.0106
C 3.53 2.95 2.43 -0.0906
C 4.70 3.36 1.76 -0.1087
C 5.02 2.87 0.51 -0.0352
C 4.13 1.96 -0.05 -0.1945
H 4.76 1.41 -2.03 0.1532
H 2.74 -0.10 -2.12 0.1361
H 1.74 1.73 2.35 0.1007
H 3.31 3.36 3.40 0.0965
H 5.36 4.07 2.24 0.0925
H 5.92 3.19 -0.01 0.1011
```

***

2.
This record from the Open Molecules 2025 dataset describes a cluster of 3 separate species, C5H13N3 in total in a non-equilibrium geometry. The level of theory is ωB97M-V with the def2-TZVPD basis set.

Results
multiplicity	1
gap between HOMO and LUMO (spin up / spin down)	6.9 / 7.9	eV

```
21
Properties=species:S:1:pos:R:3:lowdin_charge:R:1
C -0.26 -0.97 0.11 -0.3794
C -0.50 1.14 1.18 -0.1374
C 0.09 -1.38 2.50 -0.0002
C 1.78 0.74 -2.06 -0.0921
N 0.32 0.00 0.79 -0.0797
C 0.37 0.62 -1.60 -0.2894
N -1.59 -1.09 -0.17 0.1234
N -0.67 1.10 -2.09 0.0615
H 0.34 -1.84 -0.10 0.1281
H -1.84 -1.84 -0.80 0.0996
H -2.09 -0.23 -0.35 0.0811
H -0.57 1.64 -2.96 0.0534
H -1.31 0.83 1.84 0.0763
H -0.93 1.66 0.32 0.0543
H 0.13 1.85 1.73 0.0758
H 0.73 -2.23 2.31 0.0044
H -0.96 -1.61 2.65 0.0078
H 0.49 -0.64 3.19 0.0047
H 1.87 1.34 -2.97 0.0678
H 2.38 1.18 -1.27 0.0709
H 2.20 -0.26 -2.25 0.0690
```